Entry 1:
115
Properties=species:S:1:pos:R:3:forces:R:3 method="wB97M-V/def2-TZVPD" multiplicity=6 mol_weight_g_mol=912.15 total_energy_ha=-4673.48097 charge=-1 de_lowest_kcal_mol=0.00
Mn 0.682728 -0.033937 -0.869496 -0.149 0.320 0.385
C -1.430855 -3.223493 -3.215449 0.081 -0.110 -0.294
C -0.671926 -2.118814 -2.967549 -0.005 0.084 -0.024
N -0.694179 -1.648536 -1.582351 -0.017 0.285 0.048
C -0.440413 -2.772983 -0.692475 -0.033 -0.112 -0.125
C -1.180412 -3.948389 -0.943922 -0.068 -0.103 0.165
C -1.846891 -4.086000 -2.191764 0.026 0.048 -0.003
C -1.170160 -4.942070 0.063952 -0.026 -0.064 -0.095
C -0.380455 -4.786325 1.175320 0.033 0.009 0.085
C 0.476289 -3.692460 1.325580 -0.030 0.005 -0.059
C 0.495914 -2.671259 0.365489 0.112 -0.167 0.128
N 1.314668 -1.552445 0.380260 -0.053 0.135 0.039
C 2.495968 -1.396783 0.994374 0.136 -0.036 -0.046
C 3.215970 -2.313861 1.775667 -0.176 0.031 -0.055
C 4.435314 -1.992239 2.375413 0.107 0.000 0.048
C 5.042526 -0.774547 2.219830 -0.061 -0.007 -0.024
C 4.429809 0.163284 1.359977 0.139 0.032 0.037
C 5.027813 1.409097 1.068855 -0.006 0.035 -0.025
C 4.443989 2.275782 0.188750 -0.062 -0.090 0.041
C 3.244921 1.881579 -0.423405 -0.022 -0.055 -0.006
N 2.657198 0.736495 -0.162851 -0.042 -0.195 0.008
C 3.195471 -0.133113 0.736246 -0.019 -0.043 -0.044
H -1.652107 -3.464944 -4.253423 0.029 -0.063 -0.022
H -0.229015 -1.466928 -3.703215 0.075 -0.080 -0.037
H -2.447866 -4.961402 -2.395593 -0.028 -0.034 0.001
H -1.778574 -5.829910 -0.065188 -0.017 -0.027 -0.003
H -0.398893 -5.543220 1.952353 0.009 -0.007 0.016
H 1.068515 -3.612347 2.220232 -0.030 0.006 0.039
H 2.832406 -3.309529 1.907563 0.035 -0.008 0.002
H 4.913761 -2.750711 2.985854 0.005 0.003 0.004
H 5.978426 -0.531209 2.703722 0.037 0.008 0.015
H 5.964546 1.659336 1.554213 0.006 -0.003 0.007
H 4.882803 3.234677 -0.049112 0.015 0.016 -0.002
H 2.763181 2.521116 -1.155340 -0.023 0.003 0.014
C -4.257397 -1.084795 -0.635706 0.033 -0.058 0.107
C -4.598419 -0.022647 -1.451373 0.015 0.118 0.066
C -3.602217 0.628499 -2.152692 0.044 -0.028 0.003
C -2.265492 0.205192 -2.141611 0.032 0.003 -0.043
C -1.968806 -0.978272 -1.415156 -0.025 -0.097 0.088
C -2.953733 -1.543223 -0.608833 0.078 0.045 -0.094
C -1.267032 1.039492 -2.871519 0.275 0.086 -0.154
C -1.696572 2.178875 -3.633115 0.212 -0.081 0.006
C -0.796529 2.938057 -4.308890 0.005 -0.047 0.045
C 0.578466 2.593138 -4.311939 -0.075 0.090 -0.083
C 1.566065 3.287400 -5.042522 0.048 -0.001 -0.001
C 2.866091 2.858281 -5.023961 -0.056 0.035 -0.004
C 3.225266 1.717455 -4.276841 -0.062 -0.048 0.048
C 2.288441 1.037214 -3.546585 0.023 0.071 -0.052
C 0.944601 1.477231 -3.547961 -0.040 -0.147 0.130
N 0.033799 0.770112 -2.812312 -0.548 0.003 0.056
H -5.006882 -1.577352 -0.028311 -0.006 -0.014 -0.004
H -5.617876 0.337084 -1.502566 -0.010 0.004 -0.004
H -3.899556 1.496184 -2.717834 0.025 0.044 0.021
H -2.681318 -2.380138 0.011982 -0.030 -0.032 0.051
H -2.733561 2.461398 -3.661582 -0.010 -0.010 -0.038
H -1.125982 3.809809 -4.862091 -0.001 0.008 -0.024
H 1.273295 4.155860 -5.620523 0.015 0.014 -0.017
H 3.623272 3.388600 -5.586884 -0.004 0.009 -0.016
H 4.250201 1.371043 -4.283367 0.023 -0.009 0.005
H 2.550947 0.147456 -2.982103 0.013 -0.001 -0.034
C 1.327323 3.577545 2.420939 -0.002 0.080 0.051
C 1.097743 2.496025 3.473275 0.126 -0.024 -0.058
C 2.434980 1.939564 3.959090 -0.062 0.055 -0.008
C 0.306121 3.056911 4.652584 0.059 -0.003 0.018
O 0.404765 1.391186 2.913128 -0.068 -0.047 0.086
Si -0.836496 1.287808 1.828873 0.023 -0.144 0.160
O -0.432143 1.125107 0.317273 0.061 0.327 -0.359
O -1.708456 -0.036070 2.260483 -0.046 -0.086 -0.047
C -2.023932 -0.641090 3.503963 -0.017 -0.032 0.001
C -2.589247 0.397439 4.468397 -0.023 -0.030 0.056
C -3.072049 -1.706508 3.184846 0.041 0.073 0.050
C -0.778126 -1.301872 4.089773 -0.042 -0.008 0.020
O -1.704366 2.672726 2.144379 0.083 0.097 -0.006
C -2.754788 3.274887 1.401454 -0.018 -0.026 -0.026
C -2.273210 3.665683 0.002461 -0.034 0.006 0.052
C -3.918365 2.297982 1.310402 -0.093 0.024 -0.010
C -3.162192 4.517450 2.187885 0.004 -0.041 -0.037
H 1.941616 4.384520 2.828131 0.018 -0.005 0.013
H 0.376137 3.994434 2.090565 -0.009 -0.003 0.001
H 1.835970 3.151542 1.558735 0.054 -0.051 -0.078
H 3.058668 2.730072 4.382729 0.003 0.026 0.016
H 2.968063 1.473177 3.131653 -0.002 0.012 -0.011
H 2.265798 1.179657 4.723330 -0.011 -0.030 0.003
H 0.819808 3.923394 5.076196 0.010 0.010 0.012
H 0.212017 2.300381 5.433995 -0.019 -0.029 -0.002
H -0.688582 3.357596 4.330979 -0.060 0.034 -0.055
H -3.488218 0.853452 4.051105 -0.001 0.001 -0.006
H -1.860595 1.186854 4.652632 0.026 0.002 -0.005
H -2.845339 -0.067617 5.423454 -0.010 -0.015 0.008
H -3.969917 -1.237527 2.778267 -0.014 0.015 -0.037
H -3.343930 -2.273601 4.077869 0.005 0.013 0.032
H -2.670557 -2.395092 2.441266 0.026 -0.037 -0.016
H -0.006618 -0.559543 4.282436 0.022 0.042 0.002
H -0.386318 -2.029468 3.379724 0.022 -0.027 -0.041
H -1.023086 -1.816173 5.023292 -0.011 -0.007 -0.006
H -1.881475 2.790092 -0.512635 0.009 -0.029 -0.002
H -1.474822 4.407440 0.072369 0.039 -0.002 0.008
H -3.095049 4.094317 -0.577310 -0.018 0.018 0.014
H -3.599104 1.381161 0.821574 0.019 -0.123 -0.078
H -4.746391 2.723696 0.739382 -0.025 0.023 -0.010
H -4.273733 2.043417 2.310618 -0.007 0.017 -0.011
H -2.318434 5.204044 2.267484 0.037 0.014 0.005
H -3.471692 4.233673 3.194329 -0.010 -0.014 0.034
H -3.989443 5.035839 1.699435 -0.021 0.007 -0.028
S 3.037690 -2.526905 -2.053833 0.155 0.085 -0.121
C 2.547135 -3.429170 -3.330976 -0.083 -0.180 0.089
N 1.886029 -4.602804 -3.249384 0.098 0.188 0.022
C 1.305870 -5.123659 -4.472578 -0.023 0.029 -0.006
C 2.173284 -4.586636 -5.611055 -0.070 -0.022 -0.012
S 2.816801 -2.996540 -5.012941 -0.018 -0.037 -0.003
H 1.421861 -4.776245 -2.366389 -0.040 0.007 0.041
H 0.275367 -4.778771 -4.568335 -0.053 0.028 0.009
H 1.315811 -6.214901 -4.453382 -0.023 0.035 -0.020
H 1.585257 -4.428894 -6.512769 0.024 -0.014 -0.013
H 3.003017 -5.255843 -5.837390 0.017 0.026 0.030

***

Entry 2:
43
Properties=species:S:1:pos:R:3:forces:R:3 method="wB97M-V/def2-TZVPD" multiplicity=1 mol_weight_g_mol=405.09 total_energy_ha=-3752.52717 charge=-1 de_lowest_kcal_mol=0.00
As 0.129933 0.192668 0.858338 -0.926 -0.134 0.250
F 1.562422 0.900436 1.545335 -0.186 0.123 0.127
F -0.535908 -0.171655 2.391858 -0.036 0.230 0.256
F -1.246718 -0.500636 0.060689 0.032 -0.057 -0.175
F 0.834417 0.491573 -0.728372 0.047 -0.115 -0.278
F 0.868557 -1.376792 0.900915 0.314 0.062 -0.081
F -0.647281 1.721491 0.824736 0.156 0.227 -0.090
O -4.141680 -1.870564 -0.558263 -0.024 -0.007 -0.030
H -3.980463 -1.843429 -1.506417 0.040 -0.061 0.048
H -3.331998 -2.263355 -0.193836 -0.089 -0.122 -0.159
O -0.536847 5.276323 1.965767 0.316 -0.041 -0.023
H -1.043587 4.476997 2.139894 0.043 0.006 -0.035
H -0.080491 5.086755 1.119752 -0.542 0.067 0.177
O -4.050053 0.509231 0.997060 -0.419 0.019 -0.123
H -4.290469 -0.167562 0.336514 0.340 0.134 0.352
H -3.106704 0.399164 1.137417 0.065 -0.048 -0.103
O -1.261881 2.395758 -2.049549 0.150 -0.330 -0.044
H -0.694815 1.730126 -1.634294 -0.128 0.111 0.140
H -1.207160 2.202464 -2.990327 -0.016 0.192 -0.012
O -0.333442 -1.537278 -2.696949 0.072 0.162 -0.157
H -0.284150 -0.574274 -2.685544 0.060 -0.059 0.179
H -0.343935 -1.778428 -3.629451 -0.013 -0.088 0.087
O 2.032141 -2.806979 -0.956719 -0.085 -0.108 -0.192
H 2.237835 -2.110251 -0.320077 -0.069 -0.126 -0.078
H 1.245068 -2.476871 -1.419523 0.173 0.064 -0.038
O 2.185823 2.905689 -1.037294 0.429 0.072 0.073
H 2.016755 1.972597 -0.851169 -0.164 0.125 -0.030
H 2.498592 3.260704 -0.196518 0.023 -0.139 -0.012
O 0.000004 4.709933 -0.713802 0.144 0.271 0.037
H 0.916763 4.541446 -0.963201 -0.220 -0.242 -0.137
H -0.455437 3.883407 -0.935321 0.005 0.115 -0.136
O 4.097041 0.118980 1.094854 -0.378 0.062 -0.009
H 4.215221 0.039607 0.143832 0.006 0.014 0.009
H 3.172493 0.419585 1.215803 0.674 -0.212 -0.042
O 1.771523 -1.491554 3.781309 0.055 0.023 -0.166
H 1.260904 -1.290495 2.982882 0.092 -0.158 0.393
H 2.686761 -1.480418 3.482410 -0.031 0.015 -0.015
O 0.398288 -4.622709 0.768775 -0.146 0.174 -0.017
H 0.466404 -5.358424 0.151499 0.078 0.080 -0.012
H 0.869484 -3.889722 0.334026 0.390 -0.257 0.035
O -1.579930 -3.422325 -0.890764 -0.108 0.179 0.161
H -1.325974 -2.516349 -1.112873 0.129 -0.126 -0.083
H -0.987505 -3.684866 -0.163404 -0.252 -0.095 -0.044

***

Entry 3:
65
Properties=species:S:1:pos:R:3:forces:R:3 method="wB97M-V/def2-TZVPD" multiplicity=1 mol_weight_g_mol=924.28 total_energy_ha=-3552.98779 charge=+1 de_lowest_kcal_mol=0.00
Lu -0.041272 0.256446 0.186434 1.046 0.161 0.018
C -6.390015 -3.838558 0.173967 -0.017 0.046 -0.034
C -5.685475 -4.003954 1.512131 0.185 0.116 -0.002
C -6.636548 -3.753840 2.665441 -0.045 0.122 0.031
C -5.926230 -3.883235 4.000670 0.096 0.056 -0.016
C -4.760891 -2.929112 4.054976 -0.109 -0.088 -0.045
C -4.313103 -2.408001 5.242840 -0.060 -0.045 0.097
C -3.226803 -1.531814 5.271514 -0.074 -0.032 0.145
F -2.830096 -1.054804 6.456950 -0.030 -0.025 0.001
C -2.577600 -1.152625 4.141104 0.074 0.084 -0.098
C -3.017667 -1.668835 2.912086 -0.093 0.205 0.043
C -2.334365 -1.274790 1.704705 0.189 -0.013 -0.045
O -1.359194 -0.449812 1.775838 0.076 -0.181 -0.095
C -2.727438 -1.920266 0.517701 0.096 -0.023 -0.009
C -3.786341 -2.794778 0.543166 -0.131 -0.109 0.106
N -4.505913 -3.073233 1.629020 -0.021 -0.023 0.027
C -4.104829 -2.551292 2.863314 -0.154 -0.188 -0.166
C -1.938274 -1.826890 -0.761429 -0.004 0.352 -0.117
O -1.753315 -2.818622 -1.425726 -0.125 -0.045 -0.188
O -1.458255 -0.630287 -1.045415 -0.803 -1.223 -0.309
H -7.344662 -4.362283 0.219280 0.028 0.002 0.002
H -5.835626 -4.260791 -0.662792 -0.012 0.015 0.022
H -6.590308 -2.783743 -0.028484 -0.021 -0.051 0.005
H -5.289701 -5.017948 1.595741 0.060 -0.049 0.030
H -7.452435 -4.471111 2.585887 -0.007 -0.004 0.027
H -7.067998 -2.752875 2.562392 -0.016 -0.027 0.006
H -5.567734 -4.909630 4.126425 0.016 0.007 0.013
H -6.606104 -3.683247 4.828220 0.008 0.014 -0.005
H -4.799376 -2.674051 6.174401 0.031 0.021 -0.030
H -1.745042 -0.465193 4.171821 -0.004 -0.016 -0.012
H -4.064559 -3.301197 -0.368782 0.029 0.019 -0.004
O 0.837090 0.820915 -2.000058 -0.074 -0.273 0.146
C 1.037873 -0.341263 -2.857809 0.141 0.098 0.072
C 2.462024 -0.851258 -2.765223 0.011 -0.035 -0.012
C 2.957591 -1.018497 -1.325491 -0.053 -0.046 -0.007
C 2.299931 -2.129566 -0.554979 -0.091 0.037 0.101
C 2.882184 -3.387305 -0.542671 0.097 -0.085 -0.007
C 2.343625 -4.393421 0.235122 0.013 -0.070 0.016
C 1.230036 -4.110629 1.007914 0.043 -0.077 -0.004
C 0.688180 -2.848354 0.927749 -0.030 0.060 -0.101
N 1.180765 -1.874221 0.148226 0.008 -0.012 -0.096
H 1.394913 1.548928 -2.305310 -0.148 -0.054 0.149
H 0.773634 -0.077234 -3.878685 -0.022 0.066 -0.068
H 0.322715 -1.081402 -2.513110 -0.085 -0.024 0.056
H 3.141448 -0.177166 -3.292315 -0.010 0.040 -0.005
H 2.500199 -1.808676 -3.291654 0.049 0.016 -0.016
H 2.827567 -0.091115 -0.771251 0.008 0.101 0.046
H 4.030160 -1.208507 -1.339282 0.008 -0.043 -0.026
H 3.778759 -3.556183 -1.125454 -0.028 -0.010 0.018
H 2.799027 -5.375414 0.256989 -0.010 0.030 -0.001
H 0.787238 -4.848201 1.662341 0.014 0.014 -0.018
H -0.175127 -2.598324 1.528031 -0.033 0.031 -0.018
O 3.360332 -0.612392 2.552339 -0.005 -0.144 -0.033
C 2.792659 0.435185 2.418397 -0.123 0.271 -0.084
C 3.078512 1.726880 3.188553 -0.075 0.051 -0.031
C 2.074664 2.743547 2.632220 0.075 -0.068 0.022
C 1.360721 1.941564 1.582369 0.058 0.129 -0.030
O 0.433887 2.340201 0.814664 0.269 0.272 0.337
N 1.759750 0.674650 1.494286 0.490 0.165 0.461
H 4.116998 2.009973 3.026411 0.015 0.002 -0.011
H 2.960145 1.536054 4.253360 -0.007 -0.004 0.017
H 2.525150 3.624690 2.177301 0.026 0.010 -0.005
H 1.349263 3.097290 3.364695 -0.011 0.006 0.009
I -2.524962 1.810352 -0.475920 -0.784 0.582 -0.272
I -2.858760 4.329948 0.336935 0.060 -0.114 -0.001